# 1
Entry from OMol25: a single C3H12N4 molecule (wB97M-V/def2-TZVPD).

```
19
Properties=species:S:1:pos:R:3
C 0.126 0.299 -0.266
C 0.796 -0.972 0.202
C 2.365 -0.815 0.114
N -1.299 -0.141 -0.613
N -1.882 0.829 -1.461
N -2.126 -0.374 0.520
N 0.112 1.323 0.756
H 0.554 0.634 -1.221
H -2.678 0.395 -1.919
H -2.234 1.625 -0.923
H -1.980 -1.327 0.835
H -1.874 0.266 1.279
H -0.114 2.229 0.362
H 0.986 1.366 1.262
H 0.503 -1.796 -0.447
H 0.524 -1.181 1.238
H 2.717 -0.024 0.773
H 2.672 -0.588 -0.905
H 2.831 -1.750 0.415
```

Results
Kohn-Sham gap	10.036	eV
SMILES	CC[C@H](N)N(N)N
energy relative to the best compared isomer or geometry (same formula, charge and spin)	41.72	kcal per mole

***

# 2
Entry from OMol25: 2 unconnected molecules or ions with the total composition C3H7NO4 (wB97M-V/def2-TZVPD).

```
15
Properties=species:S:1:pos:R:3
O -0.972 -2.111 -1.443
C -0.633 -1.252 -0.668
N 0.268 -0.321 -1.294
C 0.024 1.024 -0.971
O 0.794 1.715 -1.881
O -0.499 1.629 -0.103
C -1.052 -1.189 0.752
H 0.569 -0.661 -2.256
H 1.251 2.462 -1.652
H -0.381 -0.632 1.331
H -2.112 -0.957 0.868
H -1.060 -2.197 1.136
H 0.796 1.437 1.973
H 1.800 0.364 1.740
O 1.207 0.688 2.468
```

Results
spin multiplicity	2
Kohn-Sham gap (alpha / beta)	9.668 / 5.100	eV
total charge	+1
<S²>	0.76
energy relative to the best compared isomer or geometry (same formula, charge and spin)	25.19	kcal per mole

***

# 3
Entry from OMol25: a single C2H5NOS molecule (wB97M-V/def2-TZVPD).

```
10
Properties=species:S:1:pos:R:3
C 0.111 1.663 -0.699
C -0.261 -1.153 1.439
N 0.616 1.833 -1.874
O -0.378 2.480 -0.004
S 0.059 -0.288 -0.262
H -1.365 -0.870 1.447
H 0.447 -0.822 2.189
H -0.195 -2.289 1.143
H 0.374 2.660 -2.306
H 1.035 1.121 -2.329
```

Results
Kohn-Sham gap	9.483	eV
SMILES	CSC(N)=O
energy relative to the best compared isomer or geometry (same formula, charge and spin)	38.46	kcal per mole

***

# 4
Entry from OMol25: a molecular structure, CHErO3 (wB97M-V/def2-TZVPD).

```
6
Properties=species:S:1:pos:R:3
O 0.575 1.026 -0.050
C -0.492 0.329 -0.062
O -1.648 0.732 0.012
Er 2.769 0.394 -0.032
O -0.229 -0.999 -0.120
H -0.975 -1.482 0.253
```

Results
spin multiplicity	5
Kohn-Sham gap (alpha / beta)	7.009 / 6.817	eV
total charge	+1
<S²>	6.00
energy relative to the best compared isomer or geometry (same formula, charge and spin)	33.07	kcal per mole

***

# 5
Entry from OMol25: 2 unconnected molecules or ions with the total composition C5H11NO (wB97M-V/def2-TZVPD).

```
18
Properties=species:S:1:pos:R:3
C -0.462 -2.274 0.134
N -1.650 0.353 0.880
C -0.273 0.205 0.619
C 0.275 -0.943 0.217
C 1.618 1.788 0.297
C 0.505 1.440 0.923
H -1.339 -2.192 -0.507
H -0.675 -2.636 1.139
H 0.169 -2.990 -0.398
H -2.231 -0.431 0.613
H -1.860 0.584 1.842
H 1.333 -0.978 0.030
H 2.054 1.192 -0.505
H 2.173 2.692 0.544
H 0.072 2.060 1.695
H 0.640 1.000 -3.020
H -0.127 0.447 -1.784
O -0.220 0.682 -2.720
```

Results
Kohn-Sham gap	9.378	eV
SMILES	C=C/C(N)=C/C.O
energy relative to the best compared isomer or geometry (same formula, charge and spin)	42.80	kcal per mole

***

# 6
Entry from OMol25: a single C4H6N2O molecule (wB97M-V/def2-TZVPD).

```
13
Properties=species:S:1:pos:R:3
C 0.897 1.252 -1.182
C -0.467 0.742 -0.754
O -0.294 -0.656 -0.434
C -0.546 -1.048 0.816
N -1.446 -0.562 1.559
C 0.415 -2.077 1.226
N 1.216 -2.823 1.596
H 1.224 0.753 -2.099
H 0.871 2.331 -1.359
H 1.639 1.037 -0.406
H -1.205 0.803 -1.560
H -0.860 1.260 0.126
H -1.443 -1.010 2.472
```

Results
Kohn-Sham gap	11.390	eV
SMILES	[H]/N=C(\C#N)OCC
energy relative to the best compared isomer or geometry (same formula, charge and spin)	38.24	kcal per mole

***

# 7
Entry from OMol25: 2 unconnected molecules or ions with the total composition C3H12N2OS (wB97M-V/def2-TZVPD).

```
19
Properties=species:S:1:pos:R:3
N -1.770 -2.619 -0.487
C -0.839 -1.572 -0.875
O 0.319 -1.505 -0.089
H -1.287 -3.509 -0.459
H -2.054 -2.432 0.469
H -0.571 -1.781 -1.915
H -1.365 -0.607 -0.838
C 0.832 1.488 -0.098
C 0.269 1.493 1.306
S -1.328 2.461 1.246
N 1.873 0.491 -0.373
H 1.187 2.505 -0.285
H 0.001 1.278 -0.777
H 0.860 2.006 2.065
H -0.034 0.527 1.704
H -2.018 1.461 0.663
H 2.301 0.664 -1.273
H 1.014 -0.737 -0.296
H 2.611 0.389 0.314
```

Results
Kohn-Sham gap	9.953	eV
SMILES	NCCS.NCO
energy relative to the best compared isomer or geometry (same formula, charge and spin)	17.55	kcal per mole

***

no.,calculated total energy (a.u.)
1,-340.463922
2,-473.858290
3,-607.345535
4,-1279.146871
5,-327.063148
6,-340.733964
7,-704.410276